(1)
Density functional theory data (ωB97M-V/def2-TZVPD) for a single C23H18FN5O4S molecule at a distorted geometry.

Geometry as XYZ:
```
52
Properties=species:S:1:pos:R:3
H -0.1452 1.5230 0.7360
N 0.5797 0.9486 0.3167
C 1.7183 1.4904 0.2931
C 2.9241 0.8330 -0.2083
C 2.9742 -0.4176 -0.7190
C 1.9233 -1.3668 -1.0237
C 0.7374 -1.0103 -1.6636
C -0.2159 -1.9596 -1.9742
C 0.0030 -3.2877 -1.6336
O -0.9260 -4.2942 -1.8427
C -1.6959 -4.3363 -2.9460
O -1.6258 -3.5586 -3.8630
C -2.6351 -5.4856 -2.9053
C -2.7424 -6.3166 -1.7922
C -3.6340 -7.3717 -1.7997
C -4.4099 -7.5828 -2.9274
F -5.2784 -8.6105 -2.9351
C -4.3221 -6.7705 -4.0458
C -3.4291 -5.7182 -4.0272
C 1.1843 -3.6645 -1.0022
C 2.1420 -2.7147 -0.7218
C 4.2541 1.5297 -0.0887
O 5.2793 1.0007 -0.4544
N 4.2707 2.8000 0.4432
C 3.1824 3.3349 0.8383
S 3.0823 4.9354 1.5449
C 1.3254 4.6691 1.7202
N 0.5063 5.6420 2.1585
C 0.9966 6.7177 2.9945
C 0.5526 6.4566 4.4574
O 0.2541 5.0947 4.6387
C -0.8908 4.6977 3.9156
C -0.8584 5.2727 2.4819
N 0.9187 3.5270 1.2970
N 1.9420 2.7853 0.8005
H 3.9842 -0.7723 -0.9128
H 0.5696 0.0173 -1.9371
H -1.1231 -1.6704 -2.4788
H -2.1289 -6.1318 -0.9249
H -3.7363 -8.0285 -0.9504
H -4.9446 -6.9694 -4.9036
H -3.3285 -5.0603 -4.8768
H 1.3379 -4.7028 -0.7519
H 3.0632 -3.0087 -0.2411
H 2.0830 6.7602 2.9189
H 0.5817 7.6625 2.6287
H -0.3226 7.0721 4.7103
H 1.3586 6.6852 5.1550
H -1.8028 5.0271 4.4351
H -0.8592 3.6074 3.9030
H -1.2093 4.5409 1.7569
H -1.4646 6.1789 2.4069
```

Summary:
E_tot   -53335.24487 eV
Lowest unoccupied orbital energy   -0.59 eV
Net charge   0
HOMO-LUMO gap   7.882 eV

=====

(2)
Density functional theory data (ωB97M-V/def2-TZVPD) for 2 unconnected molecules or ions with the total composition C34H60NO4 at a distorted geometry.

Geometry as XYZ:
```
99
Properties=species:S:1:pos:R:3
C -3.7438 5.1090 2.0490
C -5.1279 4.2464 1.7753
C -5.6420 4.3748 0.2180
C -4.7482 3.2899 -0.6853
C -3.7374 4.0298 -1.7591
C -2.1578 3.6208 -1.6007
C -1.8046 2.0692 -2.0065
C -1.7083 1.1116 -0.6614
C -2.4494 -0.3354 -0.9100
C -3.3131 -0.8963 0.3651
C -2.6482 -0.6136 1.8365
C -1.0777 -1.0821 1.9853
C -0.7198 -2.5068 1.2449
C 0.2300 -3.5026 2.1960
C 1.4062 -4.2690 1.2860
C 0.5560 -4.9532 0.0179
C 2.0567 -5.5311 2.1067
C 3.4828 -6.0855 1.5090
C 4.4815 -4.8606 0.9708
O 4.9621 -5.0419 -0.3985
C 3.9030 -5.0035 -1.4079
C 4.5779 -5.6496 -2.7965
C 3.8128 -3.4093 1.3177
C 4.6731 -2.1006 0.8375
C 6.2883 -2.3294 0.6999
C 7.3087 -2.8844 1.8567
C 8.9322 -3.0594 1.5036
C 9.5489 -2.6735 0.0265
C 11.1392 -2.8114 -0.4046
C 8.5421 -2.0609 -1.1561
C 6.9543 -1.9129 -0.7769
N 2.3917 -3.2132 0.8403
H -3.7711 6.0897 1.4099
H -2.8222 4.4343 1.7269
H -3.6057 5.4162 3.1700
H -4.9406 3.1187 2.1096
H -5.9895 4.6470 2.4592
H -6.8111 4.1517 0.1486
H -5.5140 5.4866 -0.1538
H -5.5573 2.6907 -1.3193
H -4.1938 2.6106 0.0996
H -3.8964 5.2006 -1.6053
H -4.0883 3.7362 -2.8568
H -1.7156 3.8393 -0.5177
H -1.5345 4.3071 -2.3473
H -2.5346 1.6389 -2.8377
H -0.7153 2.0711 -2.4904
H -2.2073 1.7140 0.2215
H -0.5800 0.8926 -0.4372
H -3.2335 -0.1533 -1.7900
H -1.7257 -1.1747 -1.2997
H -3.4956 -2.0551 0.2189
H -4.3851 -0.3781 0.3257
H -3.3124 -1.1643 2.6580
H -2.7687 0.5487 2.0588
H -0.4182 -0.1880 1.5559
H -0.7918 -1.1769 3.1294
H -1.6882 -3.1010 0.9460
H -0.1165 -2.2192 0.2570
H -0.5383 -4.3048 2.6332
H 0.7788 -2.9096 3.0438
H -0.5749 -5.1265 0.2699
H 0.6237 -4.3153 -0.9676
H 1.0287 -6.0091 -0.2357
H 1.2823 -6.4326 1.9919
H 2.0996 -5.2871 3.2543
H 3.2543 -6.8840 0.6856
H 4.0309 -6.6549 2.4013
H 5.4455 -4.9505 1.6712
H 3.5918 -3.8964 -1.7293
H 2.9651 -5.6669 -1.1915
H 5.1048 -4.7928 -3.3979
H 3.7748 -6.2516 -3.4214
H 5.3828 -6.4157 -2.4297
H 3.7644 -3.3474 2.5098
H 4.2194 -1.6423 -0.1452
H 4.5271 -1.2627 1.6760
H 6.9036 -3.1848 2.9130
H 9.6262 -3.4713 2.3746
H 11.7450 -1.8160 -0.1590
H 11.1491 -2.8865 -1.5959
H 11.6639 -3.7761 0.0015
H 8.9552 -1.7533 -2.2105
H 6.2409 -1.4710 -1.6218
H 2.2772 -3.0935 -0.1898
H 2.0612 -2.2983 1.2737
C -8.3777 8.9428 -2.8537
C -7.6202 7.9538 -1.9902
C -7.4763 8.3935 -0.5647
O -6.2667 7.7715 -0.1662
C -5.5249 7.6016 -1.3019
O -4.3494 7.2769 -1.3142
O -6.2724 7.8446 -2.4189
H -7.8000 9.8615 -3.0039
H -8.5506 8.5183 -3.8486
H -9.3466 9.1979 -2.4144
H -8.0815 6.9609 -2.0574
H -8.3070 8.0516 0.0587
H -7.3660 9.4775 -0.4480
```

Summary:
E_tot   -45887.30969 eV
Lowest unoccupied orbital energy   -2.54 eV
Net charge   +1
HOMO-LUMO gap   7.991 eV

=====

(3)
Density functional theory data (ωB97M-V/def2-TZVPD) for a gas-phase ion, C5H12ClNO3P (charge +1).

Geometry as XYZ:
```
23
Properties=species:S:1:pos:R:3
C 3.0227 -0.4526 0.0725
C 2.3738 0.9037 -0.1772
O 1.1416 1.0521 0.5459
C 0.0263 0.9404 -0.1995
N -0.3123 -0.5488 -0.4445
C -0.8589 -0.9194 0.8788
C -1.8481 0.2327 1.0190
P -3.5088 0.0542 0.1099
O -2.8751 0.3305 -1.3844
Cl -3.6074 -1.9770 0.0228
O -1.1058 1.3417 0.4925
H 2.7590 -0.8383 1.0558
H 2.7307 -1.1974 -0.6716
H 4.1054 -0.3699 0.0292
H 3.0505 1.6972 0.1287
H 2.2109 1.0374 -1.2504
H 0.0558 1.4881 -1.1432
H -1.0665 -0.4962 -1.1473
H 0.4031 -1.1451 -0.8598
H -0.1327 -0.7982 1.6802
H -1.2217 -1.9365 0.9296
H -2.1184 0.4493 2.0504
H -3.2243 1.1519 -1.7375
```

Summary:
E_tot   -34817.28174 eV
Lowest unoccupied orbital energy   -2.97 eV
Net charge   +1
HOMO-LUMO gap   10.361 eV

=====

(4)
Density functional theory data (ωB97M-V/def2-TZVPD) for a molecular structure, C26H14Cl4N5O7SSm.

Geometry as XYZ:
```
58
Properties=species:S:1:pos:R:3
Sm 0.3413 -0.2982 0.2959
O 2.9490 0.6806 6.0006
C 2.2016 0.5651 4.8603
C 1.2643 -0.4506 4.7047
C 0.5677 -0.5022 3.5175
N 0.7619 0.3900 2.5566
C 1.6663 1.3550 2.6987
C 2.4104 1.4903 3.8501
C 1.8623 2.2658 1.4791
O 2.4248 3.3416 1.6596
O 1.4193 1.7734 0.3812
C -0.4388 -1.6040 3.1846
O -1.0154 -2.1530 4.1285
O -0.5861 -1.8090 1.9361
H 2.7235 -0.0565 6.5753
H 1.0734 -1.1968 5.4676
H 3.1425 2.2823 3.9359
N -3.3005 -0.3871 2.5114
C -2.6884 0.1209 1.4010
S -1.9195 1.6471 1.4604
N -2.8518 -0.6169 0.2976
N -1.9501 -0.3770 -0.6597
C -2.2209 -0.7138 -1.8724
C -3.5673 -1.2301 -2.2435
C -3.7339 -2.5368 -2.6962
C -4.9966 -3.0146 -3.0305
C -6.1068 -2.1893 -2.9084
C -5.9487 -0.8868 -2.4459
C -4.6879 -0.4126 -2.1133
C -1.1460 -0.5163 -2.8697
C -1.2947 -0.9015 -4.1992
C -0.2448 -0.7114 -5.0824
C 0.9247 -0.1309 -4.6289
C 0.9803 0.2447 -3.2971
N -0.0189 0.0703 -2.4414
H -2.9868 0.0468 3.3621
H -3.2947 -1.3984 2.5454
H -2.8638 -3.1819 -2.7737
H -5.1142 -4.0366 -3.3754
H -7.0929 -2.5625 -3.1606
H -6.8143 -0.2425 -2.3344
H -4.5586 0.5934 -1.7304
H -2.2196 -1.3567 -4.5250
H -0.3373 -1.0288 -6.1148
H 1.7809 0.0111 -5.2749
H 1.8742 0.7081 -2.8912
Cl 4.8788 -3.4774 -3.9027
C 4.1784 -2.7686 -2.4727
C 4.9861 -2.2317 -1.4904
Cl 6.7178 -2.2558 -1.6646
C 4.3972 -1.6496 -0.3526
Cl 5.3863 -0.9756 0.9099
C 3.0137 -1.5726 -0.1778
O 2.4464 -1.0234 0.8543
C 2.1585 -2.1389 -1.2067
O 0.8682 -2.0691 -1.0336
C 2.7784 -2.7198 -2.3150
Cl 1.7377 -3.4642 -3.4983
```

Summary:
<S²>   8.7567
Spin multiplicity   6
E_tot   -127810.31118 eV
Lowest unoccupied orbital energy (spin up / spin down)   4.20 / 4.20 eV
Net charge   -2
HOMO-LUMO gap (spin up / spin down)   6.206 / 6.222 eV

=====

(5)
Density functional theory data (ωB97M-V/def2-TZVPD) for 13 unconnected molecules or ions with the total composition C30H86O12S12 at a distorted geometry.

Geometry as XYZ:
```
140
Properties=species:S:1:pos:R:3
C 1.1987 4.9045 -3.3369
S 1.8251 5.3775 -5.0020
O 2.4722 4.1136 -5.5840
C 0.1993 5.4004 -5.9055
H 1.0816 5.8410 -2.7916
H 1.9734 4.2450 -2.9457
H 0.2059 4.4546 -3.3489
H 0.3021 5.5516 -6.9801
H -0.4314 6.1704 -5.4612
H -0.2703 4.4279 -5.7582
C 5.7153 2.2968 -1.5680
S 6.0060 4.1267 -1.5966
O 7.0550 4.5204 -0.5381
C 6.8808 4.1553 -3.2511
H 5.0908 1.9874 -0.7300
H 6.6267 1.7116 -1.4459
H 5.2230 1.9728 -2.4850
H 7.0169 5.1200 -3.7398
H 6.2249 3.6673 -3.9721
H 7.8378 3.6367 -3.1938
C 1.7672 4.1858 5.9480
S 1.8183 2.4198 6.5018
O 0.4723 2.2602 7.2036
C 1.7485 1.7029 4.7859
H 2.4469 4.3275 5.1076
H 2.0442 4.8519 6.7651
H 0.7811 4.3892 5.5305
H 1.5018 0.6442 4.8665
H 2.7543 1.6659 4.3675
H 1.0492 2.1680 4.0911
C 1.6433 -4.5365 7.9189
S 0.8933 -3.7709 6.3749
O -0.0605 -4.7387 5.6689
C -0.2281 -2.7003 7.4907
H 2.2010 -3.7422 8.4149
H 2.3702 -5.3259 7.7274
H 0.8861 -4.9764 8.5679
H -1.0960 -2.2191 7.0399
H 0.5574 -2.0417 7.8614
H -0.5787 -3.3150 8.3198
C -5.0379 -4.1632 4.6672
S -6.6724 -4.0436 3.9055
O -6.5715 -4.7697 2.5693
C -7.5420 -5.1562 5.0728
H -4.6514 -5.1814 4.6240
H -4.9450 -3.9285 5.7276
H -4.4368 -3.4290 4.1307
H -7.3850 -4.7837 6.0851
H -7.2524 -6.1994 5.1992
H -8.5985 -5.1520 4.8044
C 6.1174 -2.4740 4.4721
S 6.2514 -1.4639 2.9536
O 4.7709 -1.2769 2.4370
C 6.7794 0.1169 3.7259
H 5.7809 -3.4470 4.1143
H 5.2421 -2.0439 4.9588
H 6.8524 -2.4893 5.2769
H 6.0629 0.3993 4.4973
H 6.8562 0.8768 2.9482
H 7.7240 0.1302 4.2697
C 1.3074 -5.4473 1.2624
S 0.1281 -6.1381 0.0202
O -0.1438 -7.5705 0.3546
C -1.3045 -5.2805 0.7677
H 2.3058 -5.7504 0.9471
H 1.1819 -5.8498 2.2676
H 1.2485 -4.3595 1.3001
H -2.1511 -5.3503 0.0846
H -1.0339 -4.2339 0.9076
H -1.6070 -5.7574 1.6999
C -3.9864 -2.8982 -3.9424
S -5.7778 -3.2381 -3.8476
O -5.9507 -4.7542 -4.0478
C -5.8018 -3.0332 -2.0218
H -3.7058 -1.9391 -3.5071
H -3.5525 -3.0906 -4.9236
H -3.5069 -3.6368 -3.3000
H -6.6900 -3.4758 -1.5710
H -5.6328 -2.0224 -1.6507
H -4.9680 -3.5677 -1.5665
C 3.6922 -3.9097 -4.1832
S 5.2607 -3.0117 -3.8413
O 5.0399 -1.5824 -4.2407
C 4.9960 -2.9922 -2.0210
H 3.7127 -4.9846 -4.0036
H 3.3495 -3.8639 -5.2169
H 2.8644 -3.5409 -3.5775
H 4.9882 -3.9778 -1.5555
H 4.0905 -2.4577 -1.7341
H 5.8050 -2.4087 -1.5814
C -5.4615 3.2086 -4.9091
S -5.5275 2.8467 -3.0995
O -5.2740 4.1438 -2.3791
C -7.3133 2.4087 -3.0509
H -5.6891 2.3166 -5.4927
H -4.5218 3.6142 -5.2841
H -6.2152 3.9745 -5.0915
H -7.9250 3.2464 -3.3858
H -7.5268 2.1690 -2.0092
H -7.4946 1.6165 -3.7774
C 1.7460 -0.3314 -7.3064
S 0.2418 -0.9148 -8.2783
O -0.3799 -2.0797 -7.5733
C -0.8402 0.4272 -7.7423
H 1.7333 -0.8525 -6.3491
H 1.7498 0.7517 -7.1843
H 2.6488 -0.7194 -7.7781
H -1.6682 0.5016 -8.4473
H -0.4007 1.4235 -7.7898
H -1.1408 0.2655 -6.7072
C -1.1467 6.1793 0.9906
S 0.5457 5.7817 1.6708
O 1.1234 4.8050 0.6827
C 1.4967 7.3753 1.5569
H -0.9697 6.7043 0.0519
H -1.7322 6.8481 1.6214
H -1.6959 5.2592 0.7908
H 1.2373 8.0999 2.3288
H 1.3122 7.7852 0.5639
H 2.5758 7.2281 1.6026
C -3.4208 1.0006 2.9417
C -3.2160 0.4012 1.4845
C -1.7753 0.4897 1.1108
C -1.5094 0.2441 -0.3645
C -0.0075 0.3139 -0.7206
C 0.1388 0.2439 -2.2353
H -3.0914 2.0396 2.9431
H -2.9454 0.5000 3.7852
H -4.4845 0.9901 3.1797
H -3.5823 -0.6206 1.3853
H -3.6963 1.0070 0.7161
H -1.2309 -0.2709 1.6704
H -1.4106 1.4843 1.3675
H -1.8980 -0.7139 -0.7099
H -1.9406 1.0819 -0.9124
H 0.4739 1.2106 -0.3303
H 0.6659 -0.4500 -0.3320
H 1.2177 0.2121 -2.3870
H -0.3007 -0.6748 -2.6237
H -0.1823 1.0997 -2.8291
```

Summary:
E_tot   -187083.64212 eV
Lowest unoccupied orbital energy   0.09 eV
Net charge   0
HOMO-LUMO gap   8.890 eV

=====

(6)
Density functional theory data (ωB97M-V/def2-TZVPD) for a single C3H5NS molecule at a distorted geometry.

Geometry as XYZ:
```
10
Properties=species:S:1:pos:R:3
S -2.9085 -0.0667 0.1087
C -1.3351 0.3317 -0.0768
C -0.0294 -0.0761 0.6047
C 1.0344 -0.7348 -0.2133
N 1.1315 0.7188 0.2288
H -0.9873 0.8799 -1.0148
H -0.1143 -0.2896 1.7161
H 1.7320 -1.3219 0.3185
H 0.5858 -0.8754 -1.1918
H 0.8909 1.4341 -0.4800
```

Summary:
ΔE to the lowest compared entry with this formula, charge and spin   45.0 kcal per mole
E_tot   -15514.92144 eV
Lowest unoccupied orbital energy   -0.54 eV
Net charge   0
HOMO-LUMO gap   8.462 eV

=====

(7)
Density functional theory data (ωB97M-V/def2-TZVPD) for a molecular structure, C23H26BrCeN5O3S at a distorted geometry.

Geometry as XYZ:
```
60
Properties=species:S:1:pos:R:3
Ce -0.3630 -0.4389 -0.4672
C -1.4874 2.8010 -0.3556
C -0.9116 2.5100 1.0028
N -1.1905 1.1325 1.4659
C -2.5726 0.8709 1.9360
C -3.4978 0.4875 0.8540
C -4.8477 0.6848 1.0561
C -5.7245 0.3726 0.0231
C -5.2634 -0.1877 -1.1761
C -3.8559 -0.3796 -1.3033
C -3.3075 -0.9945 -2.5434
N -1.8603 -0.6796 -2.7393
C -1.4970 0.5740 -3.4416
C -1.8043 1.8128 -2.6621
N -0.9759 1.9299 -1.4385
N -3.0357 -0.0498 -0.3034
H -1.1441 3.8249 -0.5739
H -2.5879 2.7272 -0.3640
H -1.3913 3.2515 1.6304
H 0.1790 2.6687 1.0097
H -0.5485 0.8987 2.2287
H -3.0142 1.7795 2.4262
H -2.5094 0.0966 2.7194
H -5.1853 0.9627 2.0436
H -6.7978 0.6061 0.1101
H -5.9129 -0.6365 -1.9195
H -3.8989 -0.6891 -3.4372
H -3.4248 -2.0982 -2.4829
H -1.3715 -1.4140 -3.2434
H -2.0255 0.6494 -4.4005
H -0.4000 0.5451 -3.6022
H -2.8677 1.8920 -2.3584
H -1.5919 2.6679 -3.3328
H -0.0849 2.3316 -1.7147
O -0.0981 -2.6752 -0.1991
N 1.1641 -3.1124 -0.1585
C 1.5672 -3.9593 0.8371
C 2.9123 -4.2904 0.8936
C 3.8506 -3.7588 0.0205
C 3.4010 -2.9664 -1.0127
C 2.0213 -2.6725 -1.1787
S 1.4275 -1.8182 -2.5098
H 0.8159 -4.3604 1.4994
H 3.1704 -5.0224 1.6503
H 4.9174 -3.9506 0.1822
H 4.0628 -2.4810 -1.7195
Br 2.0556 1.5819 4.0699
C 3.4650 0.9279 2.9175
C 4.7055 0.8791 3.5147
C 5.8825 0.7941 2.7541
C 5.7820 0.7467 1.3674
C 4.5259 0.7139 0.7661
C 3.3471 0.6728 1.5218
C 2.0616 0.4110 0.8516
O 1.7524 0.8888 -0.3117
O 1.2079 -0.3958 1.4144
H 4.7660 1.0071 4.6121
H 6.8931 0.8149 3.1977
H 6.6261 0.7359 0.6957
H 4.4896 0.7796 -0.3224
```

Summary:
ΔE to the lowest compared entry with this formula, charge and spin   6.3 kcal per mole
<S²>   0.7507
Spin multiplicity   2
E_tot   -131670.82149 eV
Lowest unoccupied orbital energy (spin up / spin down)   -2.59 / -2.59 eV
Net charge   +1
HOMO-LUMO gap (spin up / spin down)   7.563 / 7.564 eV

=====

Q: Which formula does entry 6 have?
A: C3H5NS

=====

Q: Look up the net charge of the fifth one.
A: 0